Record 1
An isolated ion of composition C2H4ClN4 and charge +1 in a non-equilibrium geometry. Source: the OMol25 dataset; level of theory: ωB97M-V/def2-TZVPD.

Geometry as XYZ:
```
11
Properties=species:S:1:pos:R:3
N 1.94 -0.41 -0.16
C 0.60 -0.26 -0.08
N -0.22 -1.44 -0.03
C -1.53 -0.83 0.09
N -1.42 0.60 0.09
N -0.12 0.99 0.00
Cl 0.58 2.56 0.00
H 2.55 0.33 -0.52
H 2.29 -1.30 0.24
H -2.46 -1.48 0.18
H -2.22 1.24 0.18
```

The frontier orbital gap comes out at 9.4 eV. As for the structure (SMILES): Nc1nc[nH][n+]1Cl. Its LUMO energy is -4.83 eV. Its net charge is +1. Its HOMO energy is -14.27 eV. The calculation puts the relative energy (zero: lowest compared OMol25 entry of this formula, charge and spin) at 66.91 kcal/mol.

Record 2
An isolated molecule of C7H10O in a non-equilibrium geometry. Source: the OMol25 dataset; level of theory: ωB97M-V/def2-TZVPD.

Geometry as XYZ:
```
18
Properties=species:S:1:pos:R:3
C -1.19 0.43 -2.18
C -0.06 0.37 -1.15
C 1.25 0.77 -1.18
O 1.85 0.35 -0.08
C 0.94 -0.08 0.85
C 1.62 -0.49 2.05
C -0.27 -0.27 0.14
C -1.59 -0.44 0.79
H -2.03 0.11 -1.56
H -1.35 1.41 -2.52
H -1.11 -0.22 -3.03
H 1.99 1.00 -1.99
H 1.92 0.43 2.67
H 2.61 -0.75 1.69
H 1.23 -1.27 2.67
H -1.63 -0.62 1.90
H -2.02 0.51 0.56
H -2.18 -1.23 0.36
```

The frontier orbital gap comes out at 8.9 eV. As for the structure (SMILES): Cc1coc(C)c1C. Its LUMO energy is 0.99 eV. Its HOMO energy is -7.95 eV. The calculation puts the relative energy (zero: lowest compared OMol25 entry of this formula, charge and spin) at 34.85 kcal/mol.

Record 3
C11H29KO10S3 as an isolated structure in a non-equilibrium geometry. Source: the OMol25 dataset; level of theory: ωB97M-V/def2-TZVPD.

Geometry as XYZ:
```
54
Properties=species:S:1:pos:R:3
K -0.05 -0.20 -0.44
C 2.30 -0.32 4.23
C 2.14 -0.77 2.77
O 1.57 0.14 1.87
H 3.08 0.44 4.28
H 2.59 -1.22 4.77
H 1.35 0.08 4.58
H 1.55 -1.69 2.71
H 3.09 -1.18 2.43
O -2.31 3.95 2.05
S -1.22 3.03 1.73
O -1.49 1.94 0.83
O 0.10 3.92 1.12
C 1.37 3.28 0.85
C 2.31 4.40 0.48
C -0.48 2.52 3.34
H 1.19 2.60 0.01
H 1.77 2.77 1.72
H 3.21 3.93 0.06
H 2.54 4.98 1.38
H 1.92 5.08 -0.27
H 0.39 1.87 3.23
H -1.28 1.88 3.71
H -0.42 3.32 4.08
O 0.01 1.57 -2.40
S -0.27 2.71 -3.31
O 0.32 2.81 -4.62
O -1.91 2.72 -3.58
C -2.71 2.67 -2.39
C -3.75 1.55 -2.50
C -0.01 4.32 -2.43
H -3.01 3.69 -2.13
H -2.12 2.46 -1.51
H -4.37 1.70 -3.39
H -4.38 1.52 -1.62
H -3.20 0.61 -2.56
H 0.99 4.57 -2.79
H -0.16 4.19 -1.35
H -0.67 5.06 -2.86
O -1.66 -4.51 -1.85
S -0.37 -4.19 -1.27
O -0.07 -2.83 -0.85
O -0.07 -5.27 -0.02
C -0.41 -6.66 -0.33
C -0.13 -7.45 0.88
C 0.91 -4.66 -2.51
H 0.26 -7.04 -1.10
H -1.39 -6.96 -0.69
H -0.91 -7.19 1.60
H 0.86 -7.34 1.32
H -0.31 -8.52 0.84
H 1.92 -4.61 -2.09
H 0.71 -3.93 -3.30
H 0.65 -5.70 -2.71
```

The frontier orbital gap comes out at 6.2 eV. Its LUMO energy is 0.02 eV. Its HOMO energy is -6.19 eV.

Record 4
A 2-piece molecular cluster, C2H4F3N overall in a non-equilibrium geometry. Source: the OMol25 dataset; level of theory: ωB97M-V/def2-TZVPD.

Geometry as XYZ:
```
10
Properties=species:S:1:pos:R:3
C -0.17 0.36 -0.52
C -0.94 -0.76 -0.02
N 1.59 0.16 0.43
F -2.11 -0.26 0.48
F 2.21 1.26 -0.16
F 1.31 0.63 1.59
H -0.54 1.33 -0.39
H 0.34 0.09 -1.36
H -0.50 -1.36 0.87
H -1.18 -1.44 -0.93
```

The frontier orbital gap (alpha / beta) comes out at 10.0 / 10.0 eV. Its LUMO energy (alpha / beta) is 0.38 / 0.38 eV. Its HOMO energy (alpha / beta) is -9.62 / -9.62 eV. The calculation puts the relative energy (zero: lowest compared OMol25 entry of this formula, charge and spin) at 151.70 kcal/mol.

Record 5
C10H20F2NO4PSSb as an isolated structure. Source: the OMol25 dataset; level of theory: ωB97M-V/def2-TZVPD.

Geometry as XYZ:
```
40
Properties=species:S:1:pos:R:3
N -3.26 3.55 -0.69
C -1.89 3.92 -0.45
O -1.60 5.08 -0.28
C -0.82 2.84 -0.47
C -1.26 1.41 -0.17
Sb 0.45 0.08 0.32
C 2.29 -1.06 0.80
C 3.49 -0.13 0.95
F 4.62 -0.62 0.26
C -0.45 -1.58 -0.82
C -0.15 -2.96 -0.26
O -1.11 -3.98 -0.61
C -1.24 -4.27 -1.90
O -1.83 -5.24 -2.30
C -0.59 -0.61 2.19
C -0.70 0.34 3.32
O -0.81 0.09 4.49
F -0.73 1.65 2.94
P 1.58 0.78 -1.96
S 2.55 -0.67 -2.91
H -3.62 3.08 0.14
H -3.26 2.84 -1.42
H -0.06 3.16 0.26
H -0.35 2.90 -1.46
H -1.81 0.98 -1.01
H -1.95 1.42 0.69
H 1.19 1.47 1.12
H 2.52 -1.78 0.01
H 2.13 -1.59 1.74
H 3.30 0.88 0.57
H 3.79 -0.03 2.00
H -1.54 -1.44 -0.88
H -0.06 -1.51 -1.84
H -0.15 -2.95 0.83
H 0.85 -3.29 -0.57
H -0.80 -3.54 -2.60
H -0.13 -1.51 2.61
H -1.62 -0.88 1.92
H 0.60 1.33 -2.82
H 2.45 1.87 -1.72
```

The frontier orbital gap comes out at 7.5 eV. Its LUMO energy is 2.70 eV. Its net charge is -1. Its HOMO energy is -4.80 eV.

Record 6
A 2-piece molecular cluster, CH2INO2 overall in a non-equilibrium geometry. Source: the OMol25 dataset; level of theory: ωB97M-V/def2-TZVPD.

Geometry as XYZ:
```
7
Properties=species:S:1:pos:R:3
N 0.36 -0.44 1.74
C 1.26 -0.67 1.00
O 2.26 -0.90 0.46
H -0.62 -0.27 1.65
O -1.02 0.21 -1.29
I -0.80 2.16 -1.44
H -1.44 -0.09 -2.11
```

The frontier orbital gap comes out at 8.8 eV. As for the structure (SMILES): N=C=O.OI. Its LUMO energy is -0.96 eV. Its HOMO energy is -9.79 eV. The calculation puts the relative energy (zero: lowest compared OMol25 entry of this formula, charge and spin) at 15.18 kcal/mol.

Record 7
An isolated ion of composition C3H4NO2 and charge +1 in a non-equilibrium geometry. Source: the OMol25 dataset; level of theory: ωB97M-V/def2-TZVPD.

Geometry as XYZ:
```
10
Properties=species:S:1:pos:R:3
N -1.02 -0.25 -0.50
C -0.07 -0.71 0.82
O -0.64 -1.46 1.49
C 1.08 0.04 0.56
C 1.24 0.93 -0.40
O 1.56 1.81 -1.02
H -0.70 0.02 -1.39
H -1.59 0.53 -0.08
H -1.60 -1.06 -0.91
H 1.74 0.15 1.42
```

The frontier orbital gap comes out at 10.6 eV. As for the structure (SMILES): [NH3+]C(=O)C=C=O. Its LUMO energy is -5.05 eV. Its net charge is +1. Its HOMO energy is -15.66 eV. The calculation puts the relative energy (zero: lowest compared OMol25 entry of this formula, charge and spin) at 28.48 kcal/mol.

Record 8
C2H4N2S as an isolated structure in a non-equilibrium geometry. Source: the OMol25 dataset; level of theory: ωB97M-V/def2-TZVPD.

Geometry as XYZ:
```
9
Properties=species:S:1:pos:R:3
C -0.19 0.37 -0.09
C 0.58 -0.54 0.80
H -1.55 0.24 -1.70
H 0.14 -0.91 -1.48
H 0.02 1.75 1.26
H 0.62 -0.31 1.96
N -0.94 -0.35 -1.00
N 0.03 1.64 0.06
S 1.28 -1.90 0.19
```

The frontier orbital gap comes out at 8.0 eV. Its LUMO energy is -0.95 eV. Its HOMO energy is -8.97 eV. The calculation puts the relative energy (zero: lowest compared OMol25 entry of this formula, charge and spin) at 72.72 kcal/mol.

Record 9
An isolated molecule of C5H12BN in a non-equilibrium geometry. Source: the OMol25 dataset; level of theory: ωB97M-V/def2-TZVPD.

Geometry as XYZ:
```
19
Properties=species:S:1:pos:R:3
B 2.05 1.62 -0.35
C 2.44 0.16 0.00
C 1.52 -0.91 0.66
C 0.03 -0.78 0.24
C -2.90 -0.13 -0.09
C -1.71 0.92 -0.30
N -0.56 0.44 0.49
H 2.68 2.44 -0.88
H 2.63 -0.21 -1.07
H 3.52 0.09 0.41
H 1.88 -1.85 0.27
H 1.67 -0.87 1.81
H -0.02 -1.12 -0.78
H -0.43 -1.65 0.88
H -2.61 -0.58 0.85
H -3.83 0.31 -0.02
H -2.86 -0.84 -0.84
H -1.54 1.09 -1.29
H -1.96 1.89 -0.01
```

The frontier orbital gap (alpha / beta) comes out at 7.2 / 9.1 eV. Its LUMO energy (alpha / beta) is 0.14 / 0.39 eV. Its HOMO energy (alpha / beta) is -7.05 / -8.70 eV. The calculation puts the relative energy (zero: lowest compared OMol25 entry of this formula, charge and spin) at 117.22 kcal/mol.

Record 10
C25H60F3Na3O15S as an isolated structure in a non-equilibrium geometry. Source: the OMol25 dataset; level of theory: ωB97M-V/def2-TZVPD.

Geometry as XYZ:
```
107
Properties=species:S:1:pos:R:3
Na 2.24 -4.24 -1.16
Na -2.88 -3.23 0.21
Na 1.22 -1.51 3.57
C 0.23 0.37 -0.59
F 1.44 0.94 -0.78
F -0.46 0.91 0.40
F -0.44 0.38 -1.77
S 0.48 -1.45 -0.01
O 1.07 -1.37 1.32
O -0.92 -1.96 0.01
O 1.29 -2.15 -0.96
C -4.75 -0.47 7.24
O -3.73 0.53 7.05
C -4.08 1.55 6.08
C -3.68 1.12 4.66
O -2.31 1.21 4.47
C -1.94 0.82 3.14
H -4.44 -1.42 7.69
H -5.18 -0.86 6.32
H -5.61 -0.27 7.89
H -3.46 2.37 6.44
H -5.13 1.83 6.17
H -4.22 1.80 4.01
H -4.08 0.11 4.57
H -2.23 1.54 2.37
H -2.29 -0.15 2.81
H -0.85 0.78 3.18
C 0.10 -0.84 6.56
O 1.17 -0.49 5.75
C 1.55 0.89 5.71
C 2.59 1.11 4.64
O 2.17 0.69 3.33
C 2.95 1.21 2.26
H -0.15 -1.90 6.52
H -0.79 -0.21 6.52
H 0.23 -0.66 7.63
H 1.75 1.28 6.71
H 0.72 1.52 5.38
H 3.54 0.70 4.98
H 2.73 2.19 4.67
H 2.73 2.28 2.31
H 2.55 0.79 1.33
H 4.03 1.09 2.36
C 0.05 -1.56 -5.64
O -1.24 -2.13 -5.31
C -1.34 -2.66 -3.95
C -2.73 -2.47 -3.26
O -3.90 -3.03 -3.86
C -4.18 -2.46 -5.13
H 0.86 -2.24 -5.34
H 0.24 -0.56 -5.25
H 0.07 -1.36 -6.71
H -0.59 -2.22 -3.30
H -1.09 -3.72 -3.86
H -2.91 -1.39 -3.22
H -2.76 -2.74 -2.20
H -5.26 -2.37 -5.25
H -3.76 -3.17 -5.84
H -3.67 -1.53 -5.38
C -6.04 -3.84 2.11
O -5.48 -3.30 0.89
C -6.22 -2.10 0.57
C -5.54 -1.60 -0.68
O -4.16 -1.04 -0.53
C -4.00 0.11 0.22
H -5.36 -4.69 2.25
H -6.99 -4.37 2.10
H -5.93 -3.07 2.88
H -6.24 -1.31 1.33
H -7.25 -2.42 0.40
H -6.23 -0.82 -1.00
H -5.60 -2.43 -1.39
H -4.52 0.08 1.18
H -4.54 0.90 -0.30
H -2.97 0.31 0.50
C 3.14 -0.20 -3.59
O 3.32 -0.38 -5.01
C 4.41 0.34 -5.64
C 5.78 -0.09 -5.15
O 5.94 -1.53 -5.00
C 7.31 -1.84 -4.76
H 2.42 -0.88 -3.13
H 3.07 0.85 -3.29
H 4.09 -0.41 -3.09
H 4.23 1.33 -5.21
H 4.36 0.47 -6.72
H 6.01 0.29 -4.15
H 6.53 0.28 -5.85
H 7.82 -1.27 -5.54
H 7.54 -2.89 -4.90
H 7.59 -1.58 -3.74
C 5.53 2.44 -0.96
O 5.98 3.70 -1.56
C 5.14 4.83 -1.17
C 3.79 5.07 -1.95
O 2.89 3.99 -1.70
C 1.55 4.35 -1.70
H 4.69 2.07 -1.55
H 5.23 2.54 0.08
H 6.34 1.72 -1.05
H 5.74 5.73 -1.34
H 4.90 4.90 -0.11
H 3.79 5.04 -3.04
H 3.39 6.06 -1.72
H 0.85 3.60 -1.34
H 1.36 4.49 -2.76
H 1.41 5.38 -1.38
```

The frontier orbital gap comes out at 6.5 eV. Its LUMO energy is -6.22 eV. Its net charge is +2. Its HOMO energy is -12.69 eV. The calculation puts the relative energy (zero: lowest compared OMol25 entry of this formula, charge and spin) at 0.00 kcal/mol.

Record 11
C5H7N as an isolated structure. Source: the OMol25 dataset; level of theory: ωB97M-V/def2-TZVPD.

Geometry as XYZ:
```
13
Properties=species:S:1:pos:R:3
C -0.79 -1.68 -0.50
C -0.19 -0.37 -0.05
C -0.88 0.66 0.60
N -0.08 1.70 0.92
C 1.20 1.34 0.37
C 1.12 0.07 -0.21
H -0.13 -2.53 -0.29
H -1.74 -1.86 0.01
H -0.99 -1.68 -1.58
H -1.94 0.70 0.82
H 0.40 2.23 -0.11
H 2.07 1.90 0.69
H 1.94 -0.47 -0.68
```

The frontier orbital gap comes out at 10.2 eV. Its LUMO energy is 1.06 eV. Its HOMO energy is -9.11 eV. The calculation puts the relative energy (zero: lowest compared OMol25 entry of this formula, charge and spin) at 48.77 kcal/mol.

Record 12
C54H42P3PtS3SbSi as an isolated structure in a non-equilibrium geometry. Source: the OMol25 dataset; level of theory: ωB97M-V/def2-TZVPD.

Geometry as XYZ:
```
105
Properties=species:S:1:pos:R:3
Pt -13.76 15.12 9.98
C -17.51 9.20 11.27
C -18.44 10.09 10.69
C -18.02 11.20 9.94
C -16.62 11.39 9.75
C -15.73 10.44 10.25
C -16.17 9.38 11.03
P -15.92 12.96 9.13
C -17.40 13.78 8.42
C -17.60 13.87 7.04
C -18.82 14.35 6.59
C -19.79 14.72 7.50
C -19.55 14.81 8.86
C -18.34 14.34 9.33
C -14.91 12.23 7.80
C -15.56 11.53 6.79
C -14.84 11.14 5.67
C -13.43 11.38 5.64
C -12.76 11.92 6.74
C -13.50 12.37 7.83
Si -12.68 13.19 9.33
C -12.57 12.21 10.96
C -11.96 10.93 10.98
C -11.62 10.27 12.16
C -11.86 10.90 13.38
C -12.53 12.17 13.42
C -12.76 12.85 12.20
P -13.38 14.55 12.22
C -12.29 15.62 13.23
C -12.57 16.95 13.47
C -11.81 17.73 14.37
C -10.74 17.16 15.04
C -10.35 15.85 14.72
C -11.18 15.03 13.93
C -14.89 14.37 13.18
C -15.01 14.95 14.46
C -16.28 15.00 15.05
C -17.41 14.42 14.48
C -17.21 13.61 13.35
C -15.97 13.62 12.68
C -10.84 13.62 8.94
C -9.84 12.64 8.94
C -8.53 12.97 8.59
C -8.22 14.27 8.23
C -9.15 15.32 8.34
C -10.44 14.98 8.72
P -11.64 16.36 8.83
C -11.59 17.02 7.14
C -11.75 18.37 6.70
C -11.80 18.64 5.32
C -11.85 17.61 4.39
C -11.70 16.29 4.82
C -11.59 15.98 6.16
C -10.97 17.71 9.87
C -11.75 18.88 9.92
C -11.26 19.99 10.58
C -9.99 20.00 11.23
C -9.28 18.83 11.26
C -9.76 17.66 10.60
H -17.86 8.38 11.86
H -19.50 9.93 10.88
H -18.73 11.96 9.62
H -14.68 10.56 10.03
H -15.41 8.74 11.47
H -16.79 13.64 6.36
H -19.08 14.53 5.54
H -20.76 14.98 7.09
H -20.32 15.19 9.55
H -17.99 14.42 10.36
H -16.62 11.36 6.80
H -15.28 10.71 4.80
H -12.92 11.13 4.73
H -11.69 12.02 6.67
H -11.80 10.37 10.05
H -11.12 9.31 12.02
H -11.53 10.42 14.31
H -12.79 12.64 14.37
H -13.38 17.40 12.90
H -12.06 18.78 14.54
H -10.20 17.70 15.84
H -9.45 15.42 15.06
H -10.95 13.99 13.75
H -14.17 15.43 14.97
H -16.42 15.59 15.96
H -18.43 14.57 14.87
H -18.01 13.07 12.95
H -15.80 13.05 11.77
H -10.07 11.58 9.06
H -7.78 12.20 8.57
H -7.21 14.41 7.83
H -8.89 16.34 8.11
H -11.91 19.19 7.41
H -11.72 19.69 5.02
H -11.95 17.79 3.31
H -11.69 15.50 4.11
H -11.49 14.94 6.51
H -12.72 18.91 9.35
H -11.89 20.88 10.57
H -9.66 20.94 11.68
H -8.31 18.75 11.76
H -9.17 16.76 10.66
S -14.34 19.20 8.07
Sb -15.75 17.33 8.37
S -15.48 16.57 10.72
S -14.52 15.52 7.53
```

The frontier orbital gap (alpha / beta) comes out at 5.2 / 4.9 eV. Its LUMO energy (alpha / beta) is -2.01 / -5.57 eV. As for the expectation value of S²: 8.791. Its net charge is +1. The spin multiplicity is 6. Its HOMO energy (alpha / beta) is -7.20 / -10.47 eV.

Record 13
A 2-piece molecular cluster, C3H5N5O2 overall in a non-equilibrium geometry. Source: the OMol25 dataset; level of theory: ωB97M-V/def2-TZVPD.

Geometry as XYZ:
```
15
Properties=species:S:1:pos:R:3
C -1.73 -0.16 0.09
C 0.73 1.61 -0.76
C 0.42 -0.37 0.32
N -2.49 -0.77 -0.70
N -2.28 0.90 0.65
N -3.68 -0.14 -0.51
N -3.61 0.89 0.17
N 0.76 -1.68 0.33
O 0.17 2.20 0.12
O 0.91 0.33 -0.69
H 1.17 2.03 -1.64
H 0.68 0.00 1.41
H 0.23 -2.31 1.01
H 1.00 -2.13 -0.57
H -1.68 1.69 0.89
```

The frontier orbital gap comes out at 9.7 eV. Its LUMO energy is 0.34 eV. Its HOMO energy is -9.34 eV. The calculation puts the relative energy (zero: lowest compared OMol25 entry of this formula, charge and spin) at 76.21 kcal/mol.